[1]
The following is a DFT calculation (the ωB97M-V functional and the def2-TZVPD basis) of the ion C2H3N2O2 with charge -1.

Last column: Löwdin charge in e.
Atoms and positions in Å:
1 C 0.857 -1.116 -0.150  -0.18
2 O 0.260 -0.300 0.771  -0.15
3 N -0.840 0.495 0.077  -0.28
4 O -0.830 0.447 -1.235  -0.24
5 C -1.028 1.638 0.660  -0.36
6 N -1.457 2.624 1.101  0.07
7 H 0.454 -0.754 -1.088  0.05
8 H 0.653 -2.103 -0.054  0.03
9 H 1.932 -0.932 -0.082  0.08

Relative energy (zero: lowest compared OMol25 entry of this formula, charge and spin): 84.14 kcal per mole
Largest force on an atom: 0.068 hartree/bohr
SMILES string: CON([O-])C#N
Kohn-Sham gap: 6.841 eV
E: -337.87530 hartree
Charge: -1

[2]
The following is a DFT calculation (the ωB97M-V functional and the def2-TZVPD basis) of the ion C2H3N2O2 with charge +1.

Last column: Löwdin charge in e.
Atoms and positions in Å:
1 N 1.795 -0.011 0.018  0.22
2 C 0.343 -0.193 -0.012  0.03
3 C -0.795 0.076 0.190  0.15
4 N -2.256 0.013 0.058  -0.42
5 O -2.736 1.027 -0.241  0.20
6 O -2.655 -1.094 0.189  0.19
7 H 2.451 -0.528 0.735  0.25
8 H 1.914 1.009 0.049  0.19
9 H 1.938 -0.298 -0.985  0.20

Relative energy (zero: lowest compared OMol25 entry of this formula, charge and spin): 170.29 kcal per mole
Largest force on an atom: 0.069 hartree/bohr
SMILES string: [NH3+]C#C[N+](=O)[O-]
Kohn-Sham gap: 10.543 eV
E: -337.46681 hartree
Charge: +1

[3]
The following is a DFT calculation (the ωB97M-V functional and the def2-TZVPD basis) of a cluster of 2 separate species, C2H3N2O2S in total.

Last column: Löwdin charge in e.
Atoms and positions in Å:
1 C 0.741 -1.634 -0.218  -0.36
2 C 0.109 -0.728 0.645  -0.33
3 N 1.285 -2.434 -0.907  0.05
4 N 0.843 0.401 1.044  -0.04
5 O -2.514 0.670 -1.008  -0.58
6 O -0.416 1.912 -0.821  -0.61
7 S -1.131 0.709 -1.385  0.67
8 H -0.973 -0.673 0.931  0.09
9 H 0.247 1.298 0.837  0.08
10 H 1.809 0.480 0.883  0.04

Relative energy (zero: lowest compared OMol25 entry of this formula, charge and spin): 24.07 kcal per mole
Largest force on an atom: 0.073 hartree/bohr
Kohn-Sham gap (alpha / beta): 6.152 / 6.910 eV
E: -736.18484 hartree
Charge: -1

[4]
The following is a DFT calculation (the ωB97M-V functional and the def2-TZVPD basis) of the ion C2H3N2O2S with charge -1.

Last column: Löwdin charge in e.
Atoms and positions in Å:
1 C 1.181 0.958 -0.056  -0.06
2 N 0.935 -0.324 -0.143  -0.47
3 O 1.628 -1.049 -0.911  -0.14
4 N -0.138 -0.811 0.525  0.03
5 C -1.797 -0.267 0.118  -0.95
6 O -2.600 -1.154 0.213  -0.08
7 S -1.815 1.348 -0.277  0.49
8 H 0.989 1.606 0.789  0.04
9 H 1.798 1.521 -0.776  0.07
10 H -0.181 -1.828 0.519  0.08

Relative energy (zero: lowest compared OMol25 entry of this formula, charge and spin): 53.57 kcal per mole
Largest force on an atom: 0.041 hartree/bohr
SMILES string: C=[N+]([O-])NC([O-])=S
Kohn-Sham gap: 7.386 eV
E: -736.13782 hartree
Charge: -1